[1]
Formula: C9H42O12
Source: the Open Molecules 2025 dataset
Level of theory: wB97M-V/def2-TZVPD

As for the calculated total energy: -1270.8965 a.u. As for the energy relative to the best compared isomer or geometry (same formula, charge and spin): 2.260 eV. The value obtained for the HOMO energy is -9.715 eV. The SMILES is CCO.CCO.CCO.CO.CO.CO.O.O.O.O.O.O.

Structure (XYZ):
```
63
Properties=species:S:1:pos:R:3:forces:R:3:mulliken_charge:R:1
C 0.021 0.150 0.176 0.024 0.621 0.558 -0.63
O -1.389 0.205 -0.081 0.510 -0.598 0.130 -0.11
H 0.253 0.549 1.167 -0.187 0.165 0.156 0.05
H 0.447 -0.852 0.217 -0.424 -0.159 -0.618 0.28
H 0.547 0.791 -0.534 0.228 -0.292 -0.228 0.38
H -1.691 1.075 0.214 -0.239 -0.080 -0.040 0.17
C -1.898 0.125 4.236 -0.190 -0.083 -0.042 -0.42
O -0.701 0.769 4.639 -0.185 -0.141 -0.094 -0.53
H -1.942 0.040 3.147 0.038 -0.295 -0.090 0.03
H -1.945 -0.859 4.701 0.158 -0.036 -0.150 0.28
H -2.805 0.651 4.543 0.063 0.244 0.195 0.29
H -0.641 1.562 4.091 0.424 0.206 0.091 0.41
C 3.251 1.882 1.357 0.493 0.224 -0.128 -0.42
O 3.518 2.058 -0.055 -0.141 -0.156 0.863 -0.58
H 2.328 1.337 1.551 -0.135 0.197 -0.085 0.05
H 4.046 1.311 1.835 0.155 -0.207 -0.541 0.26
H 3.297 2.849 1.861 -0.415 0.101 0.022 0.41
H 2.857 2.671 -0.386 0.014 -0.008 -0.101 0.28
C 2.365 -4.565 -0.545 -0.354 0.662 0.438 -1.09
C 0.983 -4.590 0.101 -0.521 -0.771 -0.041 -0.34
O 0.625 -3.407 0.812 0.245 0.433 -0.254 -0.51
H 3.129 -4.709 0.218 0.121 -0.299 -0.195 0.39
H 2.591 -3.601 -1.003 -0.272 0.136 0.009 0.21
H 2.405 -5.296 -1.352 0.158 -0.243 0.274 0.34
H 0.871 -5.386 0.842 0.490 -0.423 -0.209 0.35
H 0.197 -4.791 -0.632 0.165 0.117 -0.348 0.41
H -0.313 -3.525 0.984 -0.028 0.381 0.254 0.25
C -1.534 3.257 -2.212 0.018 -0.019 0.066 -0.52
C -2.945 3.801 -2.260 -0.515 -0.771 -0.728 -0.36
O -3.234 4.553 -1.073 0.474 -0.057 -0.138 -0.59
H -0.860 4.109 -2.112 0.224 -0.174 0.050 0.30
H -1.291 2.704 -3.119 -0.135 0.272 -0.213 0.37
H -1.362 2.520 -1.429 -0.095 0.236 0.246 -0.23
H -3.690 3.011 -2.381 0.117 -0.323 0.333 0.30
H -3.062 4.350 -3.197 0.090 0.726 0.301 0.39
H -4.107 4.949 -1.128 -0.046 -0.045 -0.104 0.29
C -0.136 -1.954 -3.093 0.867 1.422 0.583 -0.55
C -0.336 -1.361 -4.474 0.054 0.079 0.333 -0.41
O -0.509 -2.465 -5.303 -0.591 -1.049 -1.325 -0.52
H 0.742 -2.599 -3.119 -0.190 -0.238 0.067 0.24
H -0.997 -2.441 -2.638 -0.133 -0.203 -0.559 0.35
H 0.111 -1.144 -2.402 0.074 0.022 0.094 0.04
H 0.506 -0.807 -4.898 0.385 0.201 0.826 0.30
H -1.175 -0.658 -4.512 -0.310 -0.170 0.075 0.25
H -0.168 -2.264 -6.177 -0.149 -0.073 -0.055 0.30
O -0.229 2.795 2.679 -0.070 -0.111 0.092 -0.69
H -0.952 2.611 2.065 -0.196 0.196 -0.243 0.36
H 0.398 3.312 2.169 0.125 0.036 0.065 0.32
O 3.597 -0.703 -0.805 -0.095 -0.012 -0.269 -0.66
H 3.454 -1.076 0.075 -0.014 -0.288 0.243 0.38
H 3.474 0.245 -0.688 0.132 0.118 -0.087 0.38
O 2.167 -0.589 3.628 -0.028 0.341 0.382 -0.59
H 2.679 -0.115 4.289 0.050 -0.010 0.096 0.27
H 1.261 -0.291 3.763 -0.317 0.060 0.090 0.24
O -2.505 2.575 0.813 0.045 -0.077 0.357 -0.61
H -3.280 2.503 1.378 -0.070 -0.093 0.071 0.21
H -2.738 3.256 0.162 -0.073 0.386 -0.133 0.33
O -4.131 -0.802 -0.916 -0.146 0.002 -0.053 -0.66
H -4.639 -0.664 -0.114 -0.057 -0.041 0.054 0.30
H -3.211 -0.752 -0.632 0.332 0.127 0.003 0.32
O 3.093 -2.064 1.636 0.352 -0.117 -0.035 -0.67
H 2.334 -2.627 1.455 -0.249 -0.018 -0.055 0.24
H 2.870 -1.612 2.466 -0.059 -0.030 -0.256 0.42
```
Positions in Å, forces in eV/Å.

***

[2]
Formula: C9H45InO15
Source: the Open Molecules 2025 dataset
Level of theory: wB97M-V/def2-TZVPD

As for the calculated total energy: -1688.5675 a.u. The value obtained for the HOMO energy is -8.400 eV.

Structure (XYZ):
```
70
Properties=species:S:1:pos:R:3:forces:R:3:mulliken_charge:R:1
In 1.911 -0.127 -1.148 -0.159 -0.888 -0.831 1.85
C 0.548 -0.638 -4.556 -1.165 -2.584 -2.033 -1.62
C 0.720 -1.879 -3.725 3.176 1.471 1.630 1.27
C 1.622 -2.984 -4.324 -0.614 0.864 -1.244 -1.74
O 1.326 -1.508 -2.477 -0.094 -1.357 -0.813 -0.76
H 0.341 -1.166 -5.486 -0.520 0.604 -0.902 0.49
H 1.389 -0.094 -4.807 2.209 1.105 0.103 0.41
H -0.273 0.013 -4.382 -0.722 0.349 0.742 0.21
H -0.263 -2.295 -3.645 -0.764 -0.461 0.636 0.02
H 2.647 -2.703 -4.505 0.374 0.544 0.285 0.35
H 1.289 -3.373 -5.276 -0.536 0.293 -0.677 0.44
H 1.623 -3.871 -3.764 0.006 -0.918 1.515 0.43
C 4.369 1.936 1.341 1.242 -0.633 1.016 -1.50
C 3.151 1.116 1.597 -0.816 -0.253 0.102 0.38
C 2.215 1.809 2.616 0.282 1.156 0.355 -0.84
O 2.446 0.959 0.412 0.077 1.491 -0.405 -0.72
H 4.942 1.468 0.559 0.269 -0.130 -0.522 0.36
H 5.005 1.864 2.241 -0.103 0.593 -0.261 0.42
H 4.162 2.957 1.059 -0.120 0.393 0.100 0.29
H 3.467 0.099 1.947 -0.221 0.682 0.288 0.34
H 2.663 1.860 3.615 0.051 -0.257 -0.069 0.55
H 1.262 1.317 2.690 -0.297 -0.572 -0.041 -0.23
H 1.922 2.895 2.421 0.724 -1.299 -0.344 0.29
C -1.248 1.454 0.507 0.140 -0.031 -1.846 -0.46
C -1.239 0.136 -0.378 2.361 0.738 0.028 1.04
C -1.791 0.350 -1.785 0.095 -0.081 -0.176 -1.29
O 0.096 -0.309 -0.518 -2.820 -0.026 1.496 0.45
H -0.753 2.337 -0.057 -1.011 -1.657 0.701 0.19
H -0.764 1.409 1.487 -0.018 -0.550 -0.355 -0.31
H -2.292 1.697 0.670 0.037 0.845 0.141 0.42
H -1.695 -0.731 0.099 -1.081 0.644 0.321 -0.31
H -1.346 1.250 -2.218 -0.028 -0.067 0.010 0.27
H -2.859 0.454 -1.798 -0.751 0.210 0.031 0.47
H -1.562 -0.497 -2.467 0.058 0.506 0.673 -0.04
O -3.009 0.430 3.383 -0.855 -1.356 1.553 -0.78
H -3.447 -0.042 4.145 0.635 0.923 -1.052 0.25
H -3.708 0.495 2.709 -0.236 -0.092 -0.493 0.38
O 1.445 3.538 -0.364 0.609 -1.866 0.082 -0.93
H 2.024 2.868 0.100 -0.819 -0.394 -0.482 0.38
H 1.854 4.319 -0.054 0.453 1.956 0.148 0.32
O -2.179 -3.055 -2.016 -1.058 -0.122 -0.873 -0.87
H -1.648 -3.405 -1.311 1.054 -0.247 0.522 0.39
H -1.615 -2.482 -2.539 0.169 0.007 0.177 0.00
O -0.444 -2.785 0.140 1.563 -2.750 -0.460 -0.96
H -0.454 -1.950 -0.296 0.421 2.075 -0.860 -0.01
H -1.022 -2.749 0.867 -1.369 0.361 1.358 0.57
O -3.806 -2.231 -0.020 -1.514 0.952 -1.671 -0.63
H -3.258 -2.536 -0.753 0.002 0.061 -0.527 0.45
H -3.436 -2.588 0.746 0.890 -0.707 2.050 0.26
O 2.175 -1.820 0.102 1.689 -0.652 -0.147 -0.58
H 2.857 -1.894 0.755 0.471 -0.035 0.673 0.34
H 1.394 -2.237 0.439 -1.425 -0.709 0.140 0.25
O 0.744 -1.729 2.880 0.447 0.099 1.641 -0.63
H 0.360 -1.101 3.509 0.489 -0.183 0.184 0.30
H 0.196 -1.559 2.142 -0.821 0.219 -1.865 0.29
O -2.174 -2.014 2.209 0.883 -1.699 0.506 -0.58
H -1.648 -2.509 2.874 -0.539 0.452 -0.396 0.38
H -2.393 -1.178 2.610 -0.277 1.023 0.313 0.27
O -4.316 0.360 1.012 -1.675 0.280 1.616 -0.80
H -4.479 -0.320 0.374 0.085 -1.200 -0.602 0.29
H -3.564 0.827 0.730 1.350 0.760 -0.905 0.38
O -1.076 2.160 3.859 0.050 0.325 0.015 -0.73
H -1.827 1.597 3.656 -1.292 0.400 -0.309 0.50
H -0.506 1.428 4.032 1.575 -0.329 0.503 0.26
O -0.207 4.027 1.813 0.842 1.165 -1.518 -0.71
H -0.462 3.318 2.388 -0.192 -0.867 0.447 0.40
H 0.230 3.697 0.983 -0.879 0.105 1.471 0.29
O 1.320 1.595 -2.239 -0.494 1.913 1.107 -0.41
H 1.346 2.460 -1.736 -0.283 -0.686 0.298 0.23
H 1.681 1.878 -3.045 0.789 0.092 -2.301 0.31
```
Positions in Å, forces in eV/Å.

***

In the order shown, the computed frontier orbital gap values come out to 9.66; 7.91 eV.